The following is a quantum chemistry calculation of a single C23H23N3O4S molecule at a distorted geometry, from the OMol25 dataset.

Last column: natural (NBO) charge in e.
CARTESIAN COORDINATES (ANGSTROEM)
C  5.278  1.936  0.120  -0.252
O  4.292  1.177  0.778  -0.492
C  3.097  0.983  0.156  0.314
C  2.752  1.493  -1.090  -0.328
C  1.506  1.230  -1.633  -0.147
C  0.577  0.462  -0.944  0.045
N  -0.705  0.138  -1.453  -0.678
C  -1.397  1.135  -2.245  -0.257
C  -1.811  2.340  -1.393  0.097
O  -2.034  3.414  -2.275  -0.709
C  -3.084  2.038  -0.573  -0.227
N  -2.928  0.891  0.267  -0.368
C  -3.418  -0.362  0.053  0.247
N  -3.061  -1.229  0.948  -0.498
C  -2.255  -0.542  1.820  0.151
C  -1.578  -0.974  2.955  -0.229
C  -0.820  -0.048  3.640  -0.232
C  -0.735  1.282  3.223  -0.214
C  -1.401  1.732  2.101  -0.237
C  -2.156  0.806  1.400  0.091
S  -0.719  -1.360  -2.274  2.310
O  0.163  -1.280  -3.406  -0.941
O  -2.096  -1.663  -2.527  -0.945
C  -0.038  -2.503  -1.084  -0.335
C  -0.870  -3.109  -0.163  -0.198
C  -0.316  -3.975  0.766  -0.166
C  1.047  -4.225  0.758  -0.198
C  1.867  -3.620  -0.183  -0.218
C  1.321  -2.753  -1.114  -0.171
C  0.924  -0.047  0.306  -0.171
C  2.164  0.209  0.848  -0.255
H  5.570  1.479  -0.830  0.177
H  4.943  2.963  -0.058  0.176
H  6.135  1.950  0.791  0.201
H  3.446  2.094  -1.657  0.221
H  1.270  1.624  -2.608  0.215
H  -2.276  0.639  -2.659  0.237
H  -0.798  1.504  -3.086  0.209
H  -0.983  2.572  -0.703  0.171
H  -2.292  4.195  -1.773  0.473
H  -3.332  2.909  0.048  0.200
H  -3.909  1.857  -1.268  0.221
H  -4.045  -0.594  -0.786  0.212
H  -1.649  -2.001  3.277  0.223
H  -0.279  -0.352  4.524  0.215
H  -0.131  1.972  3.792  0.215
H  -1.329  2.764  1.789  0.212
H  -1.924  -2.886  -0.170  0.270
H  -0.952  -4.453  1.495  0.213
H  1.475  -4.899  1.486  0.216
H  2.927  -3.823  -0.191  0.220
H  1.923  -2.271  -1.867  0.245
H  0.210  -0.639  0.855  0.239
H  2.433  -0.181  1.817  0.228

Values from the calculation:
- molar mass (g mol⁻¹) = 437.5
- relative energy (zero: lowest compared OMol25 entry of this formula, charge and spin) (eV) = 1.399
- HOMO-LUMO gap (eV) = 8.78
- LUMO energy (eV) = 0.4
- max |F| (Eh/bohr) = 0.02359
- structure (SMILES) = COc1ccc(N(C[C@@H](O)Cn2cnc3ccccc32)S(=O)(=O)c2ccccc2)cc1